The following is a DFT calculation (ωB97M-V/def2-TZVPD) of a cluster of 8 separate species, C18H42NO16 in total.

```
77
Properties=species:S:1:pos:R:3
N 7.73053 17.55705 13.60865
H 7.26418 17.23424 12.77294
H 7.67550 18.54956 13.78752
H 8.68462 17.39939 13.31718
H 7.45250 17.01733 14.41581
C -0.20326 16.30501 10.19132
C -0.61366 16.18835 11.51613
C 0.37795 16.07827 12.68973
O 0.09370 16.31794 13.94917
C 1.70700 15.85382 12.47550
C 2.25567 15.90260 11.11228
C 1.21307 16.12922 9.87363
O 1.59880 16.18165 8.69362
O 3.43027 15.87818 10.89559
O -1.87514 16.19487 11.69730
H -0.90553 16.34587 9.37184
H 2.35306 15.79111 13.33867
C 10.47593 15.79621 7.72981
C 10.06361 14.44456 8.25594
O 8.65625 14.21059 8.04705
O 9.84193 16.76521 8.47606
H 10.32442 15.92502 6.65810
H 11.53098 15.96667 7.94407
H 10.23754 14.30405 9.32276
H 10.54936 13.60617 7.75668
H 8.10562 14.72621 8.64078
H 10.31420 17.57490 8.26879
C 4.32489 15.21748 19.90373
C 5.77690 15.49737 19.69001
O 6.02348 15.34663 18.35899
O 3.49723 16.35616 19.62506
H 4.21608 14.99849 20.96595
H 3.89220 14.34854 19.40795
H 6.31333 14.69087 20.18991
H 6.13863 16.42840 20.12640
H 6.06652 14.39255 18.26163
H 3.21047 16.35425 18.70890
C 5.97687 23.16485 14.47815
C 4.59622 22.51956 14.60516
O 4.29859 21.57096 13.59048
O 7.17718 22.33864 14.80508
H 5.99948 23.95813 15.22536
H 6.12408 23.52067 13.45845
H 3.77315 23.23045 14.67795
H 4.62343 21.98537 15.55489
H 3.53771 21.05319 13.86361
H 7.87729 22.97546 14.96605
C 12.27289 14.42504 15.34357
C 13.01506 15.26840 14.31156
O 12.33479 16.45841 13.93316
O 11.31815 13.59997 14.68066
H 11.88919 15.01916 16.17297
H 12.98452 13.77125 15.84780
H 13.15112 14.67689 13.40618
H 14.00039 15.47249 14.73059
H 12.93718 17.00540 13.42372
H 10.89518 13.09343 15.37788
C 6.00716 23.81697 6.20978
C 5.80756 23.50012 7.73267
O 5.55335 22.11788 7.94473
O 4.79607 23.71066 5.47899
H 6.75376 23.13266 5.80681
H 6.42937 24.78148 5.92768
H 5.00292 24.10369 8.15264
H 6.73337 23.69652 8.27343
H 5.13553 21.97989 8.79794
H 4.18950 24.40117 5.75623
C 12.81899 22.09612 10.01057
C 14.20615 21.99039 10.63055
O 14.66509 20.69426 10.49061
O 12.80490 21.62707 8.67444
H 12.47052 23.12472 10.10356
H 12.17905 21.42358 10.58177
H 14.06480 22.26513 11.67585
H 14.91061 22.64718 10.12021
H 14.77157 20.46491 9.56452
H 13.22579 22.28744 8.11914
```

As for the total charge: -1. Its lowest unoccupied orbital energy is 0.005 hartree. Its HOMO energy is -1.63 eV.

Just the Löwdin charges please, in e? Sure, here they are: atom 1 (N): 0.3054, atom 2 (H): 0.1445, atom 3 (H): 0.1372, atom 4 (H): 0.1309, atom 5 (H): 0.1366, atom 6 (C): -0.0316, atom 7 (C): -0.4075, atom 8 (C): -0.3833, atom 9 (O): -0.1401, atom 10 (C): -0.0477, atom 11 (C): -0.3960, atom 12 (C): -0.3617, atom 13 (O): -0.0642, atom 14 (O): -0.0332, atom 15 (O): -0.0940, atom 16 (H): 0.0874, atom 17 (H): 0.0789, atom 18 (C): -0.2900, atom 19 (C): -0.2271, atom 20 (O): -0.0688, atom 21 (O): -0.0625, atom 22 (H): 0.1237, atom 23 (H): 0.1130, atom 24 (H): 0.1139, atom 25 (H): 0.1170, atom 26 (H): 0.0831, atom 27 (H): 0.0884, atom 28 (C): -0.2471, atom 29 (C): -0.3052, atom 30 (O): -0.0614, atom 31 (O): -0.0605, atom 32 (H): 0.1119, atom 33 (H): 0.1267, atom 34 (H): 0.1120, atom 35 (H): 0.1295, atom 36 (H): 0.0933, atom 37 (H): 0.0891, atom 38 (C): -0.1921, atom 39 (C): -0.2540, atom 40 (O): -0.0661, atom 41 (O): -0.1166, atom 42 (H): 0.1110, atom 43 (H): 0.1129, atom 44 (H): 0.1195, atom 45 (H): 0.1156, atom 46 (H): 0.0937, atom 47 (H): 0.0601, atom 48 (C): -0.2498, atom 49 (C): -0.2466, atom 50 (O): -0.0830, atom 51 (O): -0.0657, atom 52 (H): 0.1172, atom 53 (H): 0.1113, atom 54 (H): 0.1199, atom 55 (H): 0.1138, atom 56 (H): 0.0802, atom 57 (H): 0.0816, atom 58 (C): -0.2339, atom 59 (C): -0.2372, atom 60 (O): -0.0630, atom 61 (O): -0.0687, atom 62 (H): 0.1142, atom 63 (H): 0.1062, atom 64 (H): 0.1105, atom 65 (H): 0.1028, atom 66 (H): 0.0871, atom 67 (H): 0.0809, atom 68 (C): -0.2534, atom 69 (C): -0.2818, atom 70 (O): -0.0572, atom 71 (O): -0.0601, atom 72 (H): 0.1163, atom 73 (H): 0.1200, atom 74 (H): 0.1222, atom 75 (H): 0.1164, atom 76 (H): 0.0872, atom 77 (H): 0.0878

***

The following is a DFT calculation (ωB97M-V/def2-TZVPD) of a structure of composition C18H43CoN2O4Si3.

```
71
Properties=species:S:1:pos:R:3
Co 0.35767 0.49267 -0.23537
C 4.91700 -1.21696 1.77657
N 4.17250 -0.70932 0.61938
C 4.83675 -0.80662 -0.68464
C 2.93985 -0.27010 0.72003
O 2.28435 0.13936 -0.27214
C 2.27847 -0.23975 2.08971
O 0.91620 0.14079 1.92182
C 0.41705 1.16974 2.76993
C 0.03756 2.36296 1.89972
O 0.13611 2.23026 0.65214
N -0.37976 3.47716 2.45071
C -0.75879 4.62690 1.62377
C -0.51961 3.66720 3.89574
H 5.97650 -1.16806 1.54223
H 4.65252 -2.25388 1.98618
H 4.74574 -0.60511 2.65914
H 5.79980 -0.30383 -0.62554
H 4.22217 -0.33817 -1.44400
H 4.99350 -1.85600 -0.93275
H 2.80339 0.47400 2.72861
H 2.32644 -1.22241 2.56299
H 1.16198 1.45566 3.51287
H -0.46131 0.78855 3.29510
H -0.34388 4.52024 0.62832
H -0.36865 5.52863 2.09111
H -1.84526 4.69284 1.56808
H -0.44753 2.72815 4.43448
H -1.49935 4.09737 4.09611
H 0.24714 4.35261 4.25536
C 0.63728 2.12298 -3.04651
O 0.08012 1.10155 -2.19659
Si -1.23922 0.07842 -2.58221
C -0.87720 -0.92518 -4.08625
C -2.72664 1.11974 -2.91169
C -1.12077 -0.80346 -0.91171
Si -0.17430 -2.48155 -0.95743
C 1.37370 -2.36010 -2.02148
C -1.36075 -3.72757 -1.67099
C 0.34057 -3.06609 0.74129
Si -2.60133 -0.55128 0.27876
C -4.10035 -1.26668 -0.56612
C -2.33952 -1.43014 1.90187
C -2.88311 1.27981 0.63205
H 0.97529 1.67623 -3.98048
H 1.48369 2.56814 -2.53037
H -0.11299 2.88691 -3.24559
H -0.85221 -0.25976 -4.95379
H -1.68624 -1.63533 -4.26962
H 0.06243 -1.47135 -4.05151
H -2.53571 1.70535 -3.81570
H -2.97816 1.81153 -2.10933
H -3.60045 0.50317 -3.12641
H 1.28959 -3.02194 -2.88560
H 2.23942 -2.69595 -1.44590
H 1.59505 -1.36039 -2.39360
H -1.67114 -3.49228 -2.68758
H -2.24761 -3.85965 -1.05158
H -0.83176 -4.68510 -1.69551
H 0.76051 -2.27428 1.36273
H 1.09782 -3.84488 0.62179
H -0.48801 -3.50371 1.29642
H -3.94385 -2.28238 -0.92760
H -4.44874 -0.65238 -1.39476
H -4.90084 -1.30030 0.17885
H -2.47754 -2.50776 1.81019
H -3.08618 -1.07255 2.61582
H -1.34938 -1.26294 2.32911
H -3.91102 1.54617 0.37741
H -2.23018 1.95837 0.08412
H -2.75884 1.48175 1.69982
```

As for the total charge: +2. Its multiplicity is 5. Its lowest unoccupied orbital energy (alpha / beta) is -0.172 / -0.292 hartree. Its HOMO energy (alpha / beta) is -14.74 / -15.55 eV.

Just the natural (NBO) charges please, in e? Sure, here they are: atom 1 (Co): 1.6869, atom 2 (C): -0.4252, atom 3 (N): -0.3452, atom 4 (C): -0.4220, atom 5 (C): 0.6767, atom 6 (O): -0.7641, atom 7 (C): -0.1602, atom 8 (O): -0.5702, atom 9 (C): -0.1576, atom 10 (C): 0.6753, atom 11 (O): -0.7690, atom 12 (N): -0.3449, atom 13 (C): -0.4236, atom 14 (C): -0.4184, atom 15 (H): 0.2467, atom 16 (H): 0.2267, atom 17 (H): 0.2166, atom 18 (H): 0.2305, atom 19 (H): 0.2441, atom 20 (H): 0.2268, atom 21 (H): 0.2272, atom 22 (H): 0.2386, atom 23 (H): 0.2279, atom 24 (H): 0.2417, atom 25 (H): 0.2425, atom 26 (H): 0.2319, atom 27 (H): 0.2278, atom 28 (H): 0.2141, atom 29 (H): 0.2389, atom 30 (H): 0.2323, atom 31 (C): -0.2403, atom 32 (O): -0.9815, atom 33 (Si): 1.9723, atom 34 (C): -1.1884, atom 35 (C): -1.1850, atom 36 (C): -1.5890, atom 37 (Si): 1.6709, atom 38 (C): -1.1370, atom 39 (C): -1.1065, atom 40 (C): -1.1298, atom 41 (Si): 1.6699, atom 42 (C): -1.1097, atom 43 (C): -1.1375, atom 44 (C): -1.1395, atom 45 (H): 0.2024, atom 46 (H): 0.2044, atom 47 (H): 0.1996, atom 48 (H): 0.2695, atom 49 (H): 0.2684, atom 50 (H): 0.2589, atom 51 (H): 0.2683, atom 52 (H): 0.2533, atom 53 (H): 0.2675, atom 54 (H): 0.2632, atom 55 (H): 0.2417, atom 56 (H): 0.2395, atom 57 (H): 0.2503, atom 58 (H): 0.2481, atom 59 (H): 0.2660, atom 60 (H): 0.2118, atom 61 (H): 0.2573, atom 62 (H): 0.2587, atom 63 (H): 0.2508, atom 64 (H): 0.2485, atom 65 (H): 0.2660, atom 66 (H): 0.2560, atom 67 (H): 0.2591, atom 68 (H): 0.2268, atom 69 (H): 0.2700, atom 70 (H): 0.2374, atom 71 (H): 0.2339